No. 1
ORCA calculation (the ωB97M-V functional and the def2-TZVPD basis) on a molecular structure, C8H20BeNO9 in a non-equilibrium geometry.

ORCA input file:
```
! wB97M-V def2-TZVPD RIJCOSX def2/J DEFGRID3
* xyz -1 1
Be -0.900 0.322 0.220
C -2.410 2.743 0.910
O -2.894 1.646 1.175
O -3.171 3.676 0.757
O -1.197 2.799 0.690
O -3.973 -2.853 0.397
C -2.858 -2.213 0.243
O -2.767 -1.407 -0.655
O -1.863 -2.314 0.960
H -4.385 -2.529 -0.407
C 1.618 -1.836 2.049
C 1.395 -0.406 2.580
C 2.258 0.581 1.702
O 1.562 0.879 0.496
C 2.218 1.883 -0.290
N -0.065 -0.063 2.600
H 1.437 -1.854 0.974
H 0.870 -2.491 2.497
H 2.560 -2.308 2.328
H 1.653 -0.346 3.637
H 3.230 0.112 1.548
H 2.373 1.481 2.307
H 3.237 1.663 -0.609
H 2.227 2.841 0.230
H 1.611 2.115 -1.166
H -0.098 0.758 3.186
H -0.590 -0.686 3.198
C 1.337 -1.197 -2.493
O 0.577 -1.302 -1.336
H 0.673 -1.273 -3.355
H 1.601 -0.141 -2.445
H 2.244 -1.797 -2.560
H 0.649 -2.230 -1.101
C -1.600 0.722 -3.171
O -0.758 1.374 -2.226
H -2.342 0.107 -2.662
H -2.191 1.345 -3.843
H -0.982 0.067 -3.785
H -0.286 2.131 -2.581
*
```

The frontier orbital gap is 4.7 eV. The calculation puts the energy above the lowest of the compared OMol25 structures with the same formula, charge and spin at 297.3 kJ/mol. The total energy comes out at -28936.07381 eV. The HOMO energy is -2.2548 eV. As for the LUMO energy: 2.4 eV.

These are the Mulliken partial charges, in e, on atoms 1 to 8: 1.039 0.681 -0.685 -0.817 -0.692 -0.512 0.727 -0.698


No. 2
ORCA calculation (the ωB97M-V functional and the def2-TZVPD basis) on 2 unconnected molecules or ions with the total composition C8H20BrN2P in a non-equilibrium geometry.

ORCA input file:
```
! wB97M-V def2-TZVPD RIJCOSX def2/J DEFGRID3
* xyz 0 1
C -2.277 -2.143 1.041
C -3.732 1.820 -0.768
C 2.244 1.827 -1.148
C 4.058 -1.924 1.075
C -3.102 -0.951 0.601
C -3.121 0.632 -1.338
C 2.933 0.973 -0.085
C 4.668 -0.696 0.531
N -2.257 -0.181 -0.417
N 3.690 0.012 -0.387
P -0.719 0.296 0.127
Br -0.755 2.299 1.119
H -2.097 -2.752 0.085
H -1.366 -1.885 1.429
H -3.007 -2.767 1.663
H -3.141 2.725 -1.082
H -4.754 1.884 -1.208
H -3.668 1.835 0.337
H 2.671 2.793 -1.370
H 2.023 1.198 -2.098
H 1.173 2.043 -0.897
H 3.114 -1.694 1.594
H 3.827 -2.662 0.211
H 4.757 -2.349 1.839
H -3.869 -1.540 0.126
H -3.569 -0.406 1.445
H -3.997 -0.031 -1.522
H -2.410 0.813 -2.114
H 2.593 1.157 0.991
H -0.244 0.598 -1.142
H 4.775 -0.042 1.473
H 5.559 -0.880 -0.110
*
```

The frontier orbital gap is 9.6 eV. As for the SMILES: CCN(CC)PBr.C/C=N/CC. The calculation puts the energy above the lowest of the compared OMol25 structures with the same formula, charge and spin at 7.0 kJ/mol. The total energy comes out at -90929.74820 eV. The HOMO energy is -8.8132 eV. As for the LUMO energy: 0.7 eV.

These are the Mulliken partial charges, in e, on atoms 1 to 8: -1.245 -0.918 -0.791 -0.939 -0.503 -0.429 0.141 -0.308


No. 3
ORCA calculation (the ωB97M-V functional and the def2-TZVPD basis) on a molecular structure, C8H20CaF6O8 in a non-equilibrium geometry.

ORCA input file:
```
! wB97M-V def2-TZVPD RIJCOSX def2/J DEFGRID3
* xyz 0 1
Ca 0.414 0.161 -0.219
C -2.060 -1.301 2.020
O -2.965 -0.326 1.505
O -1.027 -1.306 1.057
C -1.552 -1.173 3.540
F -2.427 -1.568 4.434
F -0.411 -1.919 3.750
F -1.196 0.079 3.931
C -4.044 0.135 2.342
C -4.822 1.362 1.678
H -4.110 2.160 1.469
H -5.342 1.047 0.773
H -5.656 1.651 2.317
H -3.709 0.561 3.287
H -4.774 -0.644 2.564
H -2.559 -2.269 2.007
C 2.624 1.510 -2.085
O 2.333 0.064 -2.104
O 1.502 1.976 -1.320
C 4.126 1.862 -1.561
F 4.360 3.054 -0.986
F 4.487 0.947 -0.721
F 4.998 1.693 -2.580
C 2.415 -0.540 -3.347
C 2.215 -2.044 -3.097
H 2.430 -2.587 -4.017
H 2.866 -2.384 -2.292
H 1.221 -2.336 -2.756
H 3.421 -0.400 -3.741
H 1.706 -0.267 -4.129
H 2.567 1.906 -3.099
O 2.041 -1.450 0.269
H 1.973 -1.336 1.217
H 2.705 -2.130 0.156
O -1.557 1.558 0.046
H -1.775 2.224 -0.606
H -2.372 1.419 0.529
O 1.374 0.781 1.966
H 0.892 0.982 2.768
H 2.224 1.206 2.084
O -0.671 -0.592 -2.058
H -0.774 -1.539 -2.153
H -1.091 -0.226 -2.837
*
```

The frontier orbital gap is 8.4 eV. The total energy comes out at -59746.67449 eV. The HOMO energy is -8.3385 eV. As for the LUMO energy: 0.1 eV.

These are the Mulliken partial charges, in e, on atoms 1 to 8: 1.841 -0.081 -0.166 -0.746 0.663 -0.257 -0.302 -0.291


No. 4
ORCA calculation (the ωB97M-V functional and the def2-TZVPD basis) on a molecular structure, C8H20ClILuN2OPS in a non-equilibrium geometry.

ORCA input file:
```
! wB97M-V def2-TZVPD RIJCOSX def2/J DEFGRID3
* xyz 2 1
C 0.362 -1.918 -1.290
I 0.400 2.582 -0.502
H -0.605 -2.470 -1.185
H 1.041 -2.366 -0.549
H 0.752 -2.153 -2.273
Lu -0.696 -0.130 -0.291
P -0.204 0.326 -3.179
C 1.328 0.843 -4.028
C -0.754 -1.021 -4.292
H -2.262 1.578 -3.149
H -1.518 1.586 -4.782
H -0.873 2.645 -3.475
C -1.327 1.679 -3.707
H -1.696 -1.431 -3.912
H -0.909 -0.626 -5.303
H 1.141 0.991 -5.103
H 2.105 0.077 -3.903
H -0.004 -1.819 -4.315
H 1.696 1.780 -3.594
C 1.764 0.085 -1.048
O 2.897 0.202 -1.234
Cl -3.081 -0.401 -0.616
C 0.342 1.556 5.076
N 0.784 0.960 3.824
C 0.264 -0.109 3.217
S 0.969 -0.614 1.712
N -0.772 -0.782 3.809
C -0.550 -1.438 5.129
H -0.606 1.113 5.382
H 0.214 2.634 4.937
H 1.097 1.392 5.855
H 1.504 1.430 3.277
H -1.265 -1.397 3.137
H -1.463 -1.302 5.726
H -0.374 -2.514 5.011
H 0.299 -0.970 5.637
*
```

The frontier orbital gap (spin up / spin down) is 5.7 / 5.0 eV. The calculation puts the energy above the lowest of the compared OMol25 structures with the same formula, charge and spin at 0.0 kJ/mol. The total energy comes out at -88000.45509 eV. The HOMO energy (spin up / spin down) is -15.8432 / -15.8749 eV. As for the LUMO energy (spin up / spin down): -10.2 / -10.9 eV.

These are the Mulliken partial charges, in e, on atoms 1 to 8: -1.238 0.235 0.402 0.602 0.429 1.099 0.851 -1.249


No. 5
ORCA calculation (the ωB97M-V functional and the def2-TZVPD basis) on a molecular structure, C8H20ClO4 in a non-equilibrium geometry.

ORCA input file:
```
! wB97M-V def2-TZVPD RIJCOSX def2/J DEFGRID3
* xyz -1 1
Cl 1.862 0.489 2.241
C 1.152 0.596 -1.180
O 0.747 0.123 -2.471
C 0.398 -1.272 -2.597
C -0.034 -1.589 -3.817
O -0.648 -2.891 -3.828
C -1.144 -3.125 -5.027
H 1.353 1.595 -1.187
H 2.027 -0.040 -0.819
H 0.474 0.304 -0.364
H -0.301 -1.473 -1.935
H 1.316 -2.030 -2.318
H 0.742 -1.490 -4.510
H -0.970 -0.968 -4.199
H -0.665 -2.674 -5.925
H -2.048 -2.804 -5.324
H -1.554 -4.231 -5.067
C 0.102 -1.030 3.057
O 0.330 0.327 2.727
C 0.300 1.107 3.909
C 0.182 2.356 3.493
O -1.118 2.716 3.212
C -1.135 3.211 1.890
H -0.812 -1.162 3.757
H 1.011 -1.417 3.579
H 0.040 -1.555 2.128
H 1.090 0.930 4.598
H -0.451 0.694 4.561
H 0.921 2.542 2.691
H 0.370 3.044 4.394
H -0.795 2.479 1.121
H -0.555 4.070 1.430
H -2.194 3.180 1.790
*
```

The frontier orbital gap is 2.5 eV. The calculation puts the energy above the lowest of the compared OMol25 structures with the same formula, charge and spin at 1283.1 kJ/mol. The total energy comes out at -29319.25679 eV. The HOMO energy is 0.1820 eV. As for the LUMO energy: 2.7 eV.

These are the Mulliken partial charges, in e, on atoms 1 to 8: -1.065 -0.597 -0.392 -0.604 -0.225 -0.321 -0.942 0.355


No. 6
ORCA calculation (the ωB97M-V functional and the def2-TZVPD basis) on a molecular structure, C8H20CuO4 in a non-equilibrium geometry.

ORCA input file:
```
! wB97M-V def2-TZVPD RIJCOSX def2/J DEFGRID3
* xyz -2 2
Cu 0.991 -0.849 0.367
C -3.185 -0.774 -3.944
C -1.673 -0.943 -4.199
O -0.848 -1.500 -3.242
H -3.750 -1.692 -4.112
H -3.494 0.026 -4.616
H -3.312 -0.464 -2.907
H -1.298 0.026 -4.526
H -1.638 -1.618 -5.055
C -3.740 -0.909 3.137
C -2.593 -1.777 3.886
O -1.286 -1.593 3.358
H -4.714 -1.135 3.572
H -3.696 -1.043 2.057
H -3.703 0.179 3.200
H -2.882 -2.826 3.956
H -2.659 -1.426 4.915
C 4.884 -1.872 2.212
C 4.734 -3.182 1.591
O 3.859 -2.956 0.497
H 4.907 -1.018 1.535
H 5.843 -1.829 2.728
H 4.115 -1.635 2.947
H 4.184 -3.898 2.202
H 5.713 -3.590 1.337
C 0.989 5.233 -1.890
C 0.311 4.345 -0.785
O 1.109 3.291 -0.226
H 2.037 5.498 -1.743
H 0.484 6.164 -2.148
H 1.067 4.642 -2.802
H -0.645 4.087 -1.241
H -0.112 5.041 -0.061
*
```

As for the expectation value of S²: 0.754. The frontier orbital gap (spin up / spin down) is 4.5 / 3.0 eV. The total energy comes out at -61438.85193 eV. The HOMO energy (spin up / spin down) is -0.9486 / -0.9448 eV. As for the LUMO energy (spin up / spin down): 3.6 / 2.0 eV.

These are the Mulliken partial charges, in e, on atoms 1 to 8: 0.792 -0.852 -0.162 -0.324 0.268 0.280 0.293 0.274


What did the fourth record say?
ORCA calculation (the ωB97M-V functional and the def2-TZVPD basis) on a molecular structure, C8H20ClILuN2OPS in a non-equilibrium geometry.

ORCA input file:
```
! wB97M-V def2-TZVPD RIJCOSX def2/J DEFGRID3
* xyz 2 1
C 0.362 -1.918 -1.290
I 0.400 2.582 -0.502
H -0.605 -2.470 -1.185
H 1.041 -2.366 -0.549
H 0.752 -2.153 -2.273
Lu -0.696 -0.130 -0.291
P -0.204 0.326 -3.179
C 1.328 0.843 -4.028
C -0.754 -1.021 -4.292
H -2.262 1.578 -3.149
H -1.518 1.586 -4.782
H -0.873 2.645 -3.475
C -1.327 1.679 -3.707
H -1.696 -1.431 -3.912
H -0.909 -0.626 -5.303
H 1.141 0.991 -5.103
H 2.105 0.077 -3.903
H -0.004 -1.819 -4.315
H 1.696 1.780 -3.594
C 1.764 0.085 -1.048
O 2.897 0.202 -1.234
Cl -3.081 -0.401 -0.616
C 0.342 1.556 5.076
N 0.784 0.960 3.824
C 0.264 -0.109 3.217
S 0.969 -0.614 1.712
N -0.772 -0.782 3.809
C -0.550 -1.438 5.129
H -0.606 1.113 5.382
H 0.214 2.634 4.937
H 1.097 1.392 5.855
H 1.504 1.430 3.277
H -1.265 -1.397 3.137
H -1.463 -1.302 5.726
H -0.374 -2.514 5.011
H 0.299 -0.970 5.637
*
```

The frontier orbital gap (spin up / spin down) is 5.7 / 5.0 eV. The calculation puts the energy above the lowest of the compared OMol25 structures with the same formula, charge and spin at 0.0 kJ/mol. The total energy comes out at -88000.45509 eV. The HOMO energy (spin up / spin down) is -15.8432 / -15.8749 eV. As for the LUMO energy (spin up / spin down): -10.2 / -10.9 eV.

These are the Mulliken partial charges, in e, on atoms 1 to 8: -1.238 0.235 0.402 0.602 0.429 1.099 0.851 -1.249